# 1
The following is a DFT calculation (the ωB97M-V functional and the def2-TZVPD basis) of C26H49N4S2SbTl as an isolated structure.

Structure (XYZ):
```
83
Properties=species:S:1:pos:R:3:forces:R:3:mulliken_charge:R:1
Tl 0.45788 1.09499 -0.84970 0.0 0.4 0.5 0.65
C 3.84072 2.68000 -2.57404 0.0 0.0 0.0 -1.41
C 3.42809 1.37592 -1.95437 0.0 0.0 0.0 0.86
C 3.52463 1.17179 -0.57461 0.1 -0.1 0.0 -0.38
C 3.18354 -0.05295 -0.00581 0.1 -0.1 0.0 -0.76
C 2.76761 -1.10565 -0.81819 0.1 0.0 0.0 -0.55
C 2.70151 -0.92528 -2.19661 0.0 0.0 0.0 -0.42
C 3.00791 0.30820 -2.75539 0.0 -0.1 0.0 -0.76
H 3.86429 3.47857 -1.83323 0.0 0.0 0.0 0.20
H 3.17327 2.96354 -3.38760 0.0 0.0 0.0 0.37
H 4.84294 2.58518 -2.99686 0.0 0.0 0.0 0.39
H 3.92783 1.95913 0.04950 -0.1 0.0 0.0 0.38
H 3.30910 -0.21113 1.05805 0.0 0.1 0.0 0.46
H 2.58899 -2.08075 -0.37995 0.0 0.0 0.0 0.61
H 2.45316 -1.75512 -2.84712 0.0 0.0 0.0 0.68
H 2.97630 0.43258 -3.83141 0.0 0.0 0.0 0.46
C 0.71075 -4.33999 -1.91979 0.1 0.0 0.0 -1.27
C -0.64962 -3.87355 -2.39190 0.0 0.5 0.5 1.10
C -0.58461 -2.85691 -3.51062 -0.1 0.0 -0.1 -1.56
C -1.62067 -5.00303 -2.65464 -0.2 0.0 0.2 -1.53
Sb -1.58754 -2.77415 -0.56497 -0.4 -0.4 -0.3 1.32
C -3.61401 -1.71109 -1.04211 0.4 0.1 0.3 1.16
C -3.22621 -0.48125 -1.83556 0.1 0.1 0.0 -1.19
C -4.23648 -1.38625 0.29747 0.0 -0.1 0.1 -1.36
C -4.39434 -2.73103 -1.83960 0.1 -0.2 -0.1 -1.71
C -0.98031 -3.48946 1.63803 -0.1 0.4 -0.2 0.99
C -1.99160 -2.82481 2.53597 -0.1 0.0 0.0 -1.28
C 0.42720 -2.96959 1.80008 0.1 0.0 -0.1 -1.34
C -1.09406 -4.98836 1.56828 -0.1 -0.2 -0.3 -1.50
H 1.19934 -4.85897 -2.75084 0.0 0.0 0.0 0.52
H 0.64534 -5.05034 -1.09526 0.0 0.0 0.0 0.33
H 1.35675 -3.50885 -1.63301 0.0 0.0 0.0 0.06
H -0.13175 -3.34439 -4.38048 0.0 0.0 0.0 0.49
H 0.03539 -1.99524 -3.25800 0.0 0.0 0.0 0.36
H -1.57304 -2.51456 -3.81931 0.0 0.0 0.0 0.36
H -1.20817 -5.60982 -3.46897 0.0 0.0 0.0 0.49
H -2.59807 -4.65065 -2.98252 0.0 0.0 0.0 0.33
H -1.74295 -5.66987 -1.79755 0.0 -0.1 0.0 0.43
H -2.63690 0.21433 -1.23491 -0.1 0.0 0.0 0.06
H -4.14807 0.03188 -2.12821 0.0 0.0 0.0 0.51
H -2.68800 -0.72435 -2.75265 0.0 0.0 0.0 0.31
H -3.59080 -0.76360 0.91736 0.0 0.0 0.0 0.19
H -4.52371 -2.28356 0.84641 0.0 0.0 0.0 0.35
H -5.15399 -0.81909 0.10860 0.0 0.0 -0.1 0.53
H -3.97174 -2.90379 -2.82945 0.0 0.0 0.0 0.37
H -5.40532 -2.33379 -1.98371 0.0 0.0 0.0 0.50
H -4.50833 -3.68355 -1.31715 -0.1 0.0 0.0 0.47
H -1.97703 -1.73773 2.45025 0.0 0.0 0.1 0.10
H -1.72093 -3.07115 3.56911 0.0 0.0 0.0 0.53
H -3.00170 -3.19981 2.37316 0.0 0.0 0.0 0.34
H 0.47055 -1.87975 1.74572 0.0 0.0 0.0 0.24
H 1.11797 -3.41037 1.08027 0.0 0.0 0.0 0.34
H 0.77215 -3.26232 2.79784 0.0 0.0 0.0 0.56
H -2.10626 -5.32785 1.34160 0.0 0.0 0.0 0.47
H -0.84939 -5.37656 2.56464 0.0 0.0 0.0 0.45
H -0.38724 -5.43944 0.87175 0.0 0.0 0.0 0.35
C 0.03575 1.84661 4.36549 0.0 -0.2 0.1 -0.87
N -0.95187 2.62563 3.63985 -0.2 -0.1 -0.2 0.41
C -1.43453 3.85264 4.03282 -0.1 0.3 -0.1 -0.13
C -2.34462 4.24760 3.11218 0.1 0.1 0.3 -0.66
N -2.40762 3.24514 2.17685 0.1 -0.1 0.1 0.10
C -1.55886 2.24857 2.49924 -0.2 0.2 0.3 -1.06
S -1.36493 0.77589 1.66951 0.4 -0.3 -0.6 0.18
H 0.64993 2.51657 4.96012 0.0 0.1 0.0 0.36
H 0.66158 1.31062 3.65738 0.0 0.0 0.0 0.28
H -0.45745 1.13475 5.02658 0.0 0.0 0.0 0.32
H -1.08815 4.34434 4.92515 0.0 0.0 0.0 0.48
H -2.94563 5.13839 3.06362 0.0 0.0 0.0 0.45
H -3.01512 3.23012 1.37534 0.0 -0.1 0.0 0.18
C 2.22731 6.60163 -1.17301 0.2 -0.1 0.0 -1.03
N 1.63515 5.38478 -0.62724 0.1 0.2 -0.1 -0.05
C 2.06459 4.68650 0.42127 0.0 -0.2 -0.1 0.23
S 1.11263 3.35637 0.97582 -0.2 -0.3 -0.1 -0.15
N 3.19752 5.04328 1.01454 0.1 0.1 0.0 -0.12
C 3.77336 4.46169 2.21975 0.1 0.0 0.1 -0.89
H 1.44476 7.18645 -1.64755 0.0 0.0 0.0 0.35
H 2.99134 6.37594 -1.91931 0.0 0.0 0.0 0.33
H 2.66654 7.20902 -0.38263 -0.1 0.1 0.0 0.35
H 0.79518 5.04632 -1.05836 -0.1 0.0 0.1 0.20
H 3.66560 5.87169 0.67514 0.0 -0.1 -0.1 0.15
H 3.26699 3.53324 2.45590 0.0 0.0 0.0 0.28
H 3.66797 5.14565 3.06185 0.0 0.0 0.0 0.34
H 4.83221 4.26422 2.06173 0.0 0.0 0.0 0.33
```
Positions in Å, forces in eV/Å.

Summary:
Energy relative to the best compared isomer or geometry (same formula, charge and spin): 1.268 eV
Electronic energy: -66593.68617 eV
Gap between HOMO and LUMO (alpha / beta): 3.3 / 3.5 eV
Total charge: +3


# 2
The following is a DFT calculation (the ωB97M-V functional and the def2-TZVPD basis) of C26H49NO4PbSi2 as an isolated structure.

Structure (XYZ):
```
83
Properties=species:S:1:pos:R:3:forces:R:3:mulliken_charge:R:1
O -0.92926 -2.41395 -1.91128 -0.1 -1.0 0.8 -0.17
O -2.38061 -0.68707 -3.21242 -1.2 -0.3 -1.4 0.14
C 0.07374 -3.43374 -1.93789 -0.5 0.1 -0.3 -0.40
C 0.76864 -3.70265 -0.61416 0.2 -0.1 0.0 -1.24
H 0.79009 -3.08991 -2.69340 -0.1 0.0 0.2 0.39
H -0.38324 -4.35883 -2.32015 0.2 0.0 0.1 0.31
H 1.01985 -2.77539 -0.08225 -0.1 -0.2 -0.2 0.15
H 1.70074 -4.23568 -0.82721 -0.1 0.1 0.1 0.43
H 0.16527 -4.34568 0.03584 0.1 0.2 0.0 0.34
C -1.88180 -2.50909 -0.82578 1.0 0.2 -0.3 0.17
C -2.98987 -3.48781 -1.10401 -0.3 -0.1 0.0 -1.44
H -2.25844 -1.48843 -0.69349 0.0 -0.3 -0.1 -0.05
H -1.33024 -2.77318 0.08862 -0.3 0.1 -0.1 0.55
H -3.61481 -3.12778 -1.92934 0.1 -0.2 0.2 0.20
H -3.61742 -3.58005 -0.20989 0.0 -0.1 -0.1 0.39
H -2.59600 -4.48211 -1.35014 -0.1 0.2 0.0 0.30
C -3.47298 0.24247 -3.31432 0.5 -0.3 -0.1 -0.38
C -2.13288 -1.44483 -4.41387 0.2 0.8 0.4 -0.01
C -4.34655 0.09436 -2.09520 -0.4 0.0 0.2 -1.16
H -4.04947 0.04434 -4.23219 0.1 0.2 0.2 0.53
H -3.04419 1.25291 -3.37257 -0.2 -0.1 -0.1 0.10
H -4.76926 -0.91653 -2.03796 0.1 0.2 0.0 0.24
H -5.17725 0.80119 -2.15178 0.0 0.0 0.1 0.46
H -3.79961 0.29531 -1.16746 0.0 0.0 -0.2 0.14
C -3.14316 -2.53970 -4.63548 0.1 -0.3 -0.2 -1.31
H -1.12629 -1.85560 -4.27802 -0.3 0.0 -0.1 -0.17
H -2.09899 -0.75515 -5.27680 0.0 -0.2 0.2 0.47
H -3.05679 -3.31236 -3.86521 -0.1 0.2 -0.2 0.23
H -2.92414 -3.00633 -5.59986 -0.2 0.0 0.0 0.44
H -4.16816 -2.15697 -4.66216 0.1 -0.1 0.0 0.30
H -1.03155 -0.53187 -2.08357 1.8 2.3 0.7 -1.34
Pb 0.34278 1.63603 0.73311 0.0 0.4 0.6 1.32
C -0.42292 0.35759 -1.60178 -1.3 -1.9 -1.4 0.67
Si 0.61052 1.22376 -2.91696 -0.1 -0.1 -0.1 0.31
H -1.20223 1.00631 -1.17903 0.4 -0.3 -0.1 0.75
H 0.18186 -0.17894 -0.85341 -0.2 0.2 -0.2 -0.12
C 1.48464 -0.12982 -3.89054 0.1 0.0 -0.1 -0.99
C 1.93278 2.41625 -2.27261 -0.1 -0.1 0.0 -0.92
C -0.48867 2.26395 -4.03822 0.0 -0.1 -0.1 -1.10
C 2.43198 0.59463 1.05786 0.1 0.1 0.1 -0.96
Si 3.67253 1.55771 2.06668 -0.2 -0.3 -0.2 0.11
H 2.76948 0.37341 0.02996 0.0 0.1 0.3 0.53
H 2.21121 -0.37625 1.52986 0.1 0.2 0.0 0.37
C 4.34823 3.00024 1.06678 0.0 0.1 0.0 -1.05
C 5.09282 0.42082 2.55065 0.2 0.0 0.1 -1.16
C 2.86587 2.23178 3.62864 0.0 0.1 0.1 -0.80
H 0.13357 2.88431 -4.69683 -0.1 -0.1 0.1 0.40
H -1.12199 2.94367 -3.45573 0.1 -0.1 -0.1 0.33
H -1.13405 1.64688 -4.67343 0.1 0.1 0.1 0.24
H 2.39855 -0.44386 -3.36687 -0.2 0.0 -0.1 0.32
H 1.77925 0.23216 -4.88535 0.0 -0.1 0.2 0.37
H 0.85135 -1.01627 -4.02614 0.1 0.2 0.0 0.15
H 2.58059 1.96332 -1.51195 -0.1 0.1 -0.1 0.03
H 1.48990 3.33550 -1.86817 0.1 -0.1 0.0 0.29
H 2.57113 2.71277 -3.11554 -0.1 0.0 0.1 0.43
H 5.31555 -0.28318 1.73799 0.0 0.2 0.1 0.34
H 4.84552 -0.16641 3.44523 0.0 0.1 -0.2 0.30
H 6.00254 0.99870 2.76115 -0.1 -0.2 0.0 0.31
H 2.50928 1.42281 4.27975 0.1 0.1 -0.1 0.16
H 2.01113 2.88253 3.39928 0.2 -0.1 0.0 0.17
H 3.59810 2.82697 4.19203 -0.2 -0.1 0.0 0.47
H 5.24957 3.40315 1.55155 -0.2 0.0 -0.1 0.34
H 3.61369 3.81332 0.99083 0.1 -0.1 0.0 0.29
H 4.61934 2.68701 0.05012 0.0 0.1 0.2 0.32
O -1.87519 4.59719 2.74661 0.5 -0.7 0.1 -0.67
C -1.05728 3.70116 2.56284 0.5 1.0 -1.3 0.17
O -0.14100 3.67015 1.61709 -0.9 0.3 1.7 -0.73
C -1.05394 2.52166 3.51703 0.7 -1.6 -0.7 0.68
C -1.53537 2.68539 4.82100 0.0 -0.5 0.6 -0.76
C -1.27108 1.69674 5.74963 -0.2 0.7 -0.5 -0.60
C -0.55757 0.54284 5.36004 0.4 -0.3 -0.7 1.09
C -0.06067 -0.39885 6.29223 0.1 -0.4 -0.1 -0.79
C 0.68760 -1.48521 5.87125 -0.3 0.5 0.5 -0.58
C 0.88869 -1.72147 4.49683 -0.5 0.5 -0.6 -0.63
C 0.35534 -0.85109 3.55683 0.3 -0.4 0.1 -0.21
C -0.27351 0.34852 3.96298 -0.4 0.6 0.8 -0.16
N -0.52787 1.36410 3.07149 -0.1 0.7 0.9 -0.17
H -2.07349 3.60573 5.02709 0.2 -0.2 0.1 0.53
H -1.58062 1.80235 6.78784 0.1 0.0 -0.2 0.41
H -0.27855 -0.21625 7.34583 0.2 -0.2 -0.2 0.38
H 1.10871 -2.17125 6.60563 -0.1 0.2 -0.2 0.38
H 1.46313 -2.58910 4.17272 -0.2 0.2 0.1 0.43
H 0.44338 -1.06337 2.48959 0.1 0.1 0.3 0.39
```
Positions in Å, forces in eV/Å.

Summary:
Electronic energy: -58440.22469 eV
Gap between HOMO and LUMO: 6.5 eV